Entry 1:
The following is a quantum chemistry calculation of a structure of composition C4H9NO in a non-equilibrium geometry, from the Open Molecules 2025 dataset.

## Properties
energy relative to the best compared isomer or geometry (same formula, charge and spin) = 100.9 kcal per mole
orbital gap = 10.310 eV
highest occupied orbital energy = -9.23 eV
spin multiplicity = 1
electronic energy = -7827.946 eV
molar mass = 87.1 g mol⁻¹

XYZ file:
```
15
Properties=species:S:1:pos:R:3:lowdin_charge:R:1
C -1.866 -0.040 0.201 -0.113
N -0.674 -0.304 -0.471 -0.271
C 0.392 -1.166 0.050 -0.093
C 1.416 -0.112 -0.472 -0.334
O 2.425 0.327 0.384 -0.029
C 0.174 0.807 -0.578 -0.151
H -2.343 -0.966 0.573 0.087
H -1.360 0.926 1.036 0.109
H -2.569 0.542 -0.407 0.076
H 0.387 -2.158 -0.410 0.113
H 0.408 -1.250 1.148 0.125
H 1.918 -0.438 -1.397 0.149
H 1.975 0.857 1.056 0.086
H -0.286 1.416 0.643 0.137
H 0.003 1.559 -1.357 0.110
```

---

Entry 2:
The following is a quantum chemistry calculation of a cluster of 2 separate species, C4H9NO in total in a non-equilibrium geometry, from the Open Molecules 2025 dataset.

## Properties
energy relative to the best compared isomer or geometry (same formula, charge and spin) = 72.6 kcal per mole
orbital gap = 9.454 eV
SMILES string = C=NC(=C)C.O
highest occupied orbital energy = -9.01 eV
spin multiplicity = 1
electronic energy = -7829.171 eV
molar mass = 87.1 g mol⁻¹

XYZ file:
```
15
Properties=species:S:1:pos:R:3:lowdin_charge:R:1
C 0.503 0.205 1.563 -0.049
N -0.330 -0.053 0.635 0.002
C -0.073 -1.096 -0.382 -0.398
C 0.545 -2.237 -0.103 0.033
C -0.678 -0.703 -1.710 -0.054
H 0.063 0.851 2.327 0.078
H 1.615 0.061 1.553 0.104
H 1.385 -2.471 0.540 0.060
H 0.195 -3.069 -0.699 0.056
H -1.365 -1.482 -2.052 0.084
H -1.011 0.324 -1.559 0.064
H 0.088 -0.536 -2.476 0.078
O -0.089 3.042 0.255 -0.072
H -0.226 2.086 0.224 -0.025
H 0.538 3.220 -0.461 0.039
```

---

Entry 3:
The following is a quantum chemistry calculation of an isolated molecule of C4H9NO, from the Open Molecules 2025 dataset.

## Properties
energy relative to the best compared isomer or geometry (same formula, charge and spin) = 7.3 kcal per mole
orbital gap = 10.546 eV
SMILES string = CC(C)C(N)=O
highest occupied orbital energy = -9.67 eV
spin multiplicity = 1
electronic energy = -7832.003 eV
molar mass = 87.1 g mol⁻¹

XYZ file:
```
15
Properties=species:S:1:pos:R:3:lowdin_charge:R:1
C -0.487 -1.452 0.404 -0.080
C -0.427 0.006 -0.136 -0.312
C -1.337 1.132 0.422 -0.070
C 0.986 0.614 -0.088 -0.516
N 2.065 -0.195 0.145 0.156
O 1.156 1.819 -0.186 0.031
H 0.062 -1.609 1.342 0.076
H -0.040 -2.136 -0.338 0.072
H -1.509 -1.822 0.551 0.075
H -0.704 -0.074 -1.197 0.138
H -1.052 2.062 -0.086 0.073
H -2.401 0.960 0.232 0.074
H -1.181 1.337 1.488 0.084
H 2.089 -1.177 -0.072 0.091
H 2.939 0.311 0.124 0.108
```

---

Entry 4:
The following is a quantum chemistry calculation of an isolated molecule of C4H9NO in a non-equilibrium geometry, from the Open Molecules 2025 dataset.

## Properties
energy relative to the best compared isomer or geometry (same formula, charge and spin) = 57.5 kcal per mole
orbital gap = 10.355 eV
SMILES string = CCCNC=O
highest occupied orbital energy = -9.44 eV
spin multiplicity = 1
electronic energy = -7829.825 eV
molar mass = 87.1 g mol⁻¹

XYZ file:
```
15
Properties=species:S:1:pos:R:3:lowdin_charge:R:1
C 0.872 0.649 1.452 -0.134
C 0.053 1.111 0.186 -0.143
C -1.245 0.098 -0.741 -0.094
N -0.859 -1.292 -0.786 -0.021
C 0.477 -1.423 -0.972 -0.384
O 1.137 -0.519 -1.433 -0.002
H 1.157 1.529 2.064 0.067
H 0.296 0.006 2.120 0.055
H 1.835 0.143 1.261 0.065
H 0.830 1.537 -0.486 0.082
H -0.584 1.931 0.482 0.054
H -1.173 0.522 -1.748 0.087
H -2.358 0.054 -0.560 0.108
H -1.351 -1.984 -0.234 0.128
H 0.913 -2.361 -0.605 0.131
```

---

Entry 5:
The following is a quantum chemistry calculation of an isolated molecule of C4H9NO in a non-equilibrium geometry, from the Open Molecules 2025 dataset.

## Properties
energy relative to the best compared isomer or geometry (same formula, charge and spin) = 59.8 kcal per mole
orbital gap = 9.980 eV
SMILES string = CC(=O)N(C)C
highest occupied orbital energy = -9.13 eV
spin multiplicity = 1
electronic energy = -7829.728 eV
molar mass = 87.1 g mol⁻¹

XYZ file:
```
15
Properties=species:S:1:pos:R:3:lowdin_charge:R:1
C 0.834 -0.979 -1.546 0.000
C 0.128 0.144 -0.831 -0.585
O -0.091 1.168 -1.473 -0.026
N -0.270 0.156 0.452 -0.042
C -0.891 1.773 0.536 0.042
C 0.012 -0.989 1.393 -0.054
H 0.764 -1.967 -1.094 0.059
H 0.420 -1.000 -2.558 0.087
H 1.890 -0.702 -1.639 0.091
H -1.579 1.653 1.348 0.042
H -1.438 2.304 -0.290 0.087
H -0.032 2.417 0.746 0.072
H -0.020 -1.978 0.887 0.075
H 1.006 -0.952 1.878 0.080
H -0.734 -1.050 2.191 0.072
```

---

Entry 6:
The following is a quantum chemistry calculation of a structure of composition C4H9NO, from the Open Molecules 2025 dataset.

## Properties
energy relative to the best compared isomer or geometry (same formula, charge and spin) = 128.3 kcal per mole
orbital gap = 7.822 eV
highest occupied orbital energy = -7.06 eV
spin multiplicity = 1
electronic energy = -7826.756 eV
molar mass = 87.1 g mol⁻¹

XYZ file:
```
15
Properties=species:S:1:pos:R:3:lowdin_charge:R:1
C -1.957 -0.083 -0.138 -0.034
N -0.524 -0.032 -0.378 -0.255
C 0.485 -1.017 0.124 -0.134
C 1.452 0.045 -0.468 -0.389
O 2.787 0.111 -0.087 -0.058
C 0.402 1.057 0.067 -0.135
H -2.180 -0.069 0.933 0.089
H -2.432 0.779 -0.614 0.091
H -2.361 -1.001 -0.575 0.091
H 0.400 -2.012 -0.322 0.113
H 0.409 -1.067 1.225 0.117
H 0.112 -0.034 -1.376 0.195
H 2.848 0.142 0.880 0.080
H 0.320 1.162 1.163 0.117
H 0.239 2.017 -0.434 0.113
```

---

Entry 7:
The following is a quantum chemistry calculation of a cluster of 3 separate species, C4H9NO in total in a non-equilibrium geometry, from the Open Molecules 2025 dataset.

## Properties
energy relative to the best compared isomer or geometry (same formula, charge and spin) = 100.3 kcal per mole
orbital gap = 9.455 eV
highest occupied orbital energy = -9.15 eV
spin multiplicity = 1
electronic energy = -7827.969 eV
molar mass = 87.1 g mol⁻¹

XYZ file:
```
15
Properties=species:S:1:pos:R:3:lowdin_charge:R:1
C 1.142 0.873 1.719 -0.089
C 1.398 0.113 0.420 -0.257
N 0.222 -0.545 -0.058 0.015
C -0.471 -0.029 -1.019 -0.699
O -0.329 0.951 -1.771 0.015
C -1.630 -0.708 -1.512 -0.047
H 2.064 1.353 2.071 0.073
H 0.787 0.195 2.506 0.071
H 0.384 1.649 1.563 0.078
H 1.745 0.806 -0.363 0.126
H 2.180 -0.642 0.566 0.115
H -0.644 -1.585 0.235 0.298
H -1.640 -1.733 -1.928 0.070
H -2.470 -0.246 -2.016 0.067
H -2.338 -1.161 -0.307 0.164
```

---

Entry 8:
The following is a quantum chemistry calculation of an isolated molecule of C4H9NO in a non-equilibrium geometry, from the Open Molecules 2025 dataset.

## Properties
energy relative to the best compared isomer or geometry (same formula, charge and spin) = 107.1 kcal per mole
orbital gap = 8.132 eV
SMILES string = C[C@@H]([O-])[C@H]1C[NH2+]1
highest occupied orbital energy = -7.65 eV
spin multiplicity = 1
electronic energy = -7827.674 eV
molar mass = 87.1 g mol⁻¹

XYZ file:
```
15
Properties=species:S:1:pos:R:3:lowdin_charge:R:1
C 1.224 -0.775 -1.085 -0.055
C -0.162 -1.216 -0.052 -0.496
O 0.102 -1.514 1.198 -0.216
C -0.709 0.203 -0.194 -0.225
C -1.376 1.096 0.873 -0.011
N 0.081 0.981 0.755 0.049
H 2.079 -1.048 -0.469 0.047
H 1.191 -1.382 -1.993 0.040
H 1.448 0.263 -1.463 0.051
H -0.725 -1.983 -0.632 0.127
H -0.812 0.549 -1.216 0.137
H -1.730 0.821 1.869 0.120
H -1.740 2.070 0.538 0.111
H 0.446 0.197 1.398 0.156
H 0.684 1.740 0.473 0.165
```

---

> What is the spin multiplicity in the third record?

1

---

> Look up the energy relative to the best compared isomer or geometry (same formula, charge and spin) of the fifth one.

59.8 kcal per mole

---

> Look up the electronic energy of the sixth one.

-7826.756 eV

---

> The highest electronic energy belongs to which entry?

number 6